(1)
Density functional theory data (ωB97M-V/def2-TZVPD) for a cluster of 2 separate species, C8H8OS in total.

The LUMO energy (alpha / beta) is -0.88 / -1.09 eV. Its HOMO-LUMO gap (alpha / beta) is 0.2644 / 0.2265 hartree. For the largest force on an atom, the calculation gives 3.3 eV/A. The value obtained for the energy above the lowest of the compared OMol25 structures with the same formula, charge and spin is 154.8 kcal per mole. The electronic energy comes out at -782.75676 Eh. As for the charge: 0.

Last column: Mulliken charge in e.
Positions of all 18 atoms, in Å:
C (-1.0860, 2.0898, 0.7672)  -0.74
C (-1.6390, 1.3082, -0.2046)  -0.21
C (0.2488, 1.8711, 1.0617)  0.88
C (1.0207, 0.7852, 0.5057)  1.15
C (1.5965, 1.8085, 1.3117)  -1.56
C (0.4059, -0.0975, -0.2300)  0.19
C (-0.7736, 0.4029, -0.9755)  -0.80
C (0.7006, -1.5448, -0.1905)  -1.26
O (0.6359, 0.2730, 4.4980)  -0.41
S (1.5144, 1.6581, 4.3443)  0.01
H (-1.7947, 2.5970, 1.4595)  0.30
H (-2.6934, 1.3939, -0.5284)  0.37
H (-1.2650, -0.4529, -1.4423)  0.41
H (-0.6314, 0.9816, -1.8895)  0.33
H (0.4844, -2.1429, -1.1205)  0.34
H (0.0505, -1.8103, 0.6050)  0.31
H (1.8033, -1.7524, 0.0885)  0.32
H (1.1383, -0.2305, 5.2585)  0.36

***

(2)
Density functional theory data (ωB97M-V/def2-TZVPD) for a structure of composition C8H9AgF6NO4S2.

The LUMO energy is 2.96 eV. Its HOMO-LUMO gap is 0.3193 hartree. For the largest force on an atom, the calculation gives 2.9 eV/A. The value obtained for the energy above the lowest of the compared OMol25 structures with the same formula, charge and spin is 6.1 kcal per mole. The electronic energy comes out at -2208.46025 Eh. As for the charge: -1.

Last column: Mulliken charge in e.
Positions of all 31 atoms, in Å:
Ag (0.9040, -1.1490, -0.6718)  -0.15
F (6.7397, -0.8672, 0.2544)  -0.21
C (6.0442, 0.1045, -0.3692)  0.63
F (6.4985, 0.1947, -1.6643)  -0.22
F (6.3042, 1.3153, 0.2254)  -0.20
S (4.1711, -0.2286, -0.2824)  1.01
O (3.5005, 0.6743, -1.2143)  -0.58
O (3.9042, -1.6821, -0.3790)  -0.61
N (4.2606, 0.3141, 1.3019)  -0.43
S (2.9355, 0.0126, 2.1518)  1.00
O (3.3445, -0.1240, 3.5075)  -0.64
O (1.9846, -0.9281, 1.4981)  -0.63
C (2.0472, 1.5568, 2.2048)  0.66
F (1.2818, 1.4916, 3.3202)  -0.22
F (2.8930, 2.6289, 2.3541)  -0.25
F (1.2442, 1.7887, 1.0997)  -0.22
C (-3.5819, 1.0414, -0.6732)  -1.53
C (-3.7277, -0.4630, -0.9450)  1.83
C (-4.6116, -0.6243, -2.2201)  -1.54
C (-4.3453, -1.2332, 0.2399)  -1.46
C (-2.2843, -0.8431, -1.0655)  -1.34
C (-1.0675, -0.9227, -0.9680)  0.86
H (-4.5282, 1.5633, -0.4704)  0.38
H (-3.0211, 1.5296, -1.4890)  0.37
H (-2.9692, 1.1726, 0.2329)  0.36
H (-5.6292, -0.3212, -2.0559)  0.36
H (-4.6283, -1.6793, -2.5451)  0.37
H (-4.1469, -0.0348, -3.0179)  0.38
H (-5.2776, -0.7741, 0.5980)  0.34
H (-3.6371, -1.2185, 1.0831)  0.36
H (-4.6021, -2.2950, -0.0407)  0.34

***

(3)
Density functional theory data (ωB97M-V/def2-TZVPD) for a structure of composition C8H9BrN2O2.

The LUMO energy is 0.03 eV. Its HOMO-LUMO gap is 0.3558 hartree. For the largest force on an atom, the calculation gives 7.6 eV/A. The value obtained for the energy above the lowest of the compared OMol25 structures with the same formula, charge and spin is 94.7 kcal per mole. The electronic energy comes out at -3144.06236 Eh. As for the charge: 0.

Last column: Mulliken charge in e.
Positions of all 22 atoms, in Å:
C (-1.1235, 1.5665, 1.9419)  -0.28
C (-1.4584, 0.6223, 1.0139)  -0.14
C (0.2000, 1.8796, 2.1374)  -0.57
C (-0.5586, -0.0496, 0.2033)  0.49
C (0.7533, 0.2778, 0.5560)  0.46
C (-1.5306, 0.0101, -2.0219)  -0.93
C (-0.8610, -0.9757, -1.0075)  -0.62
C (2.3721, -0.4375, -0.1797)  -0.73
N (1.1114, 1.1674, 1.4351)  -0.48
N (2.2485, -1.8318, 0.1668)  1.03
O (1.8335, -2.5717, -0.6814)  -0.54
O (2.5027, -2.0578, 1.3224)  -0.58
Br (2.3019, -0.1864, -2.0297)  -0.03
H (-2.0435, 1.9465, 2.4195)  0.31
H (-2.5853, 0.4955, 0.8415)  0.32
H (0.4875, 2.6271, 2.9077)  0.32
H (-0.7122, 0.5095, -2.7007)  0.20
H (-2.2782, 0.7404, -1.6044)  0.32
H (-2.1459, -0.5948, -2.8523)  0.29
H (0.0090, -1.4224, -1.3413)  0.16
H (-1.5977, -1.7447, -0.8480)  0.39
H (3.0752, 0.0295, 0.3211)  0.60

***

(4)
Density functional theory data (ωB97M-V/def2-TZVPD) for an isolated molecule of C8H9BrN2O2.

The LUMO energy is 0.08 eV. Its HOMO-LUMO gap is 0.3685 hartree. For the largest force on an atom, the calculation gives 5.1 eV/A. The value obtained for the energy above the lowest of the compared OMol25 structures with the same formula, charge and spin is 0.0 kcal per mole. The electronic energy comes out at -3144.21323 Eh. As for the charge: 0.

Last column: Mulliken charge in e.
Positions of all 22 atoms, in Å:
C (-3.0551, 1.6125, -0.7240)  -0.22
C (-3.1604, 2.0039, 0.6002)  -0.53
C (-1.8422, 1.0785, -1.1715)  -0.72
C (-2.0256, 1.9634, 1.3770)  -0.11
C (-0.7548, 1.0729, -0.2578)  0.78
C (0.4956, 0.4382, -0.8116)  0.25
C (2.3626, -2.3410, -0.0866)  -0.64
C (2.7778, -0.1125, -0.3457)  -0.24
N (-0.8752, 1.4674, 0.9917)  -0.52
N (1.5288, 0.4608, 0.0357)  -0.15
O (0.5652, 0.0352, -1.9475)  -0.64
O (3.1456, -1.2519, 0.3220)  -0.34
Br (4.1660, 1.2653, 0.1209)  -0.25
H (-3.8631, 1.7383, -1.4215)  0.44
H (-4.2278, 2.1044, 1.0189)  0.28
H (-1.7332, 0.9786, -2.1763)  0.45
H (-1.9347, 2.1426, 2.3953)  0.50
H (2.8637, -3.1726, 0.2157)  0.30
H (2.2296, -2.1922, -1.2490)  0.26
H (1.3928, -2.2509, 0.2307)  0.28
H (2.8917, -0.3846, -1.4887)  0.51
H (1.6195, 1.0526, 0.8707)  0.32